# 1
Formula: C32H56O20S4
Source: the Open Molecules 2025 dataset
Level of theory: wB97M-V/def2-TZVPD

Structure (XYZ):
```
112
Properties=species:S:1:pos:R:3
C 38.16469 -35.61986 7.04125
C 37.52852 -36.92858 6.64703
C 37.95446 -38.20266 7.35326
O 36.90776 -38.75715 8.02662
C 35.88542 -37.89128 8.05006
O 34.79888 -38.15482 8.52898
O 36.14386 -36.93248 7.10439
H 38.50908 -35.42232 8.12561
H 37.73513 -34.69042 6.69795
H 39.45233 -35.70730 6.52548
H 37.57273 -36.95833 5.65781
H 38.77265 -38.19758 8.08736
H 38.32071 -38.81533 6.80408
C 33.94346 -32.61183 12.39168
C 33.01574 -33.46374 13.31964
C 31.61320 -33.70709 12.93701
O 31.79833 -34.97849 12.21584
C 32.73148 -35.62050 12.76719
O 32.97426 -36.83117 12.62854
O 33.45278 -34.75554 13.51205
H 34.76873 -32.24249 12.91815
H 33.34350 -31.62822 11.98263
H 33.98676 -33.25853 11.47567
H 33.10794 -32.76222 14.19667
H 31.39242 -32.91546 12.33199
H 30.81571 -33.88015 13.74087
C 27.45294 -33.39854 8.09959
C 27.95878 -32.52161 6.96099
C 29.34321 -32.80435 6.46209
O 29.09672 -33.46877 5.16482
C 27.80353 -33.28984 4.79867
O 27.25199 -33.71289 3.79533
O 27.13346 -32.85137 5.87403
H 28.13696 -33.53698 9.00811
H 27.46983 -34.22970 7.41763
H 26.33410 -33.22828 8.56094
H 27.74856 -31.43966 7.19719
H 29.91852 -33.54780 6.98780
H 29.70344 -31.86866 6.33361
C 36.18521 -32.64750 8.57926
C 34.96331 -32.75783 7.73871
C 34.47112 -34.21294 7.57230
O 33.12612 -34.18695 8.04003
C 32.86225 -33.00797 8.38266
O 31.80283 -32.67530 8.84619
O 33.86560 -32.16135 8.35739
H 36.26580 -31.50331 8.73562
H 37.05340 -32.91814 8.16340
H 36.17500 -33.27042 9.50215
H 35.17879 -32.12374 6.73406
H 34.95143 -34.92674 8.30625
H 34.46360 -34.86086 6.62592
C 31.22682 -37.17084 7.43886
C 29.89754 -37.70043 7.97038
C 29.29326 -38.64713 7.03263
S 29.76998 -38.09204 5.34947
O 28.69081 -37.27921 4.79656
O 30.39557 -39.21109 4.57995
C 31.09653 -37.01035 5.94736
H 31.78441 -37.94458 7.52203
H 31.45420 -36.16882 8.01076
H 29.16773 -36.88722 8.30123
H 29.95610 -38.13210 8.77993
H 28.07960 -38.77336 6.92194
H 29.69572 -39.72980 7.24365
H 30.90620 -36.01301 5.58668
H 31.99897 -37.52276 5.50195
C 36.52987 -38.04415 13.62390
C 36.50145 -36.69965 14.09321
C 37.17746 -35.77782 13.11526
S 37.19165 -36.56406 11.58950
O 38.52593 -37.07354 11.26291
O 36.41216 -35.87992 10.49418
C 36.34003 -38.03111 12.11238
H 35.99536 -38.83730 14.06108
H 37.70087 -38.44931 13.72159
H 36.87543 -36.53939 15.01844
H 35.63285 -36.19103 14.44656
H 38.15883 -35.68609 13.16069
H 36.67193 -34.67503 12.77986
H 36.88656 -38.81433 11.48525
H 35.42610 -37.81823 11.57632
C 33.29080 -31.77642 4.26867
C 33.97836 -30.62967 3.69728
C 33.64401 -30.43549 2.34034
S 33.86194 -32.02410 1.72381
O 35.26972 -32.14531 1.64818
O 33.04304 -32.15057 0.57134
C 33.32319 -32.88465 3.18858
H 32.30501 -31.42119 4.37174
H 33.38344 -32.09555 5.32176
H 35.10821 -30.79616 3.89872
H 33.90746 -29.65847 4.48491
H 34.14318 -29.64542 1.74706
H 32.54974 -30.02914 2.28222
H 33.95276 -33.60699 3.58567
H 32.41555 -33.14324 3.25115
C 31.67261 -27.71274 9.27971
C 31.23879 -27.20512 7.92695
C 32.41623 -27.38259 6.86501
S 32.94922 -28.91763 7.28900
O 34.36184 -28.87205 7.08694
O 32.28879 -29.99907 6.67055
C 32.53509 -28.99219 8.99276
H 30.77381 -27.91341 9.77990
H 32.18615 -26.99957 10.04951
H 30.66132 -26.24121 7.77597
H 30.36292 -27.68121 7.46559
H 33.36709 -26.93091 7.02707
H 32.06014 -27.30369 5.92747
H 33.49235 -29.06719 9.53055
H 31.83702 -29.90943 9.21969
```

Values from the calculation:
- ΔE to the lowest compared entry with this formula, charge and spin: 2.723 eV
- Net charge: 0

=====

# 2
Formula: C32H57Br9O13
Source: the Open Molecules 2025 dataset
Level of theory: wB97M-V/def2-TZVPD

Structure (XYZ):
```
111
Properties=species:S:1:pos:R:3
C 0.59499 3.89163 -4.84480
C 0.92286 4.30255 -6.24316
C 2.19214 3.62425 -6.73322
O 1.81804 3.00182 -7.90531
C 0.49199 2.94997 -8.07339
O -0.14265 2.24410 -8.82390
O -0.07672 3.81467 -7.16531
H -0.27492 4.35719 -4.38154
H 1.47945 4.09033 -4.23954
H 0.38209 2.82756 -4.74223
H 0.85990 5.37422 -6.43198
H 2.67244 2.95579 -6.01867
H 2.96121 4.33641 -7.03232
C 1.19010 -1.80490 1.69537
C 0.12452 -0.77995 1.24028
C 0.38390 -0.09975 -0.13761
O -0.82095 -0.19097 -0.78311
C -1.56561 -1.12697 -0.18383
O -2.62387 -1.60781 -0.64575
O -0.95740 -1.57143 0.91620
H 0.98416 -2.39178 2.59050
H 2.16115 -1.36019 1.91309
H 1.31264 -2.62684 0.99003
H -0.19666 -0.15194 2.07127
H 1.15958 -0.68472 -0.63182
H 0.76461 0.91926 -0.06852
C -3.81421 -6.36868 1.48212
C -2.32783 -6.41157 1.57408
O -1.68608 -6.23731 2.58815
C -1.55621 -6.66513 0.33591
H -4.14257 -6.62487 0.47483
H -4.18093 -5.39702 1.81301
H -4.23794 -7.17808 2.07661
H -1.86190 -6.04131 -0.50403
H -1.68671 -7.71448 0.07146
H -0.46861 -6.59701 0.36022
C 3.45040 5.56060 1.57300
C 4.46242 6.66938 1.56272
O 4.66964 7.30514 0.49574
C 5.19961 6.95554 2.91323
H 3.01325 5.52644 0.57508
H 2.63447 5.65118 2.29005
H 3.97038 4.62516 1.77959
H 4.50255 7.46516 3.57845
H 6.02633 7.65101 2.76849
H 5.64197 6.03030 3.28249
C 8.65270 0.92815 -1.37689
C 7.15421 0.98170 -1.55900
O 6.57623 2.08827 -1.52265
C 6.36950 -0.30056 -1.66654
H 9.16181 0.22712 -2.03831
H 8.90223 0.60822 -0.36522
H 9.12462 1.89171 -1.56908
H 6.81404 -1.08456 -2.27959
H 5.41232 -0.04310 -2.12000
H 6.19778 -0.77517 -0.70044
C -4.50774 4.87258 1.31039
C -3.27768 5.12646 2.15012
O -2.15227 4.92841 1.73009
C -3.50261 5.39225 3.61438
H -4.95316 3.91518 1.58074
H -4.28536 4.76805 0.24845
H -5.19367 5.68928 1.53536
H -3.83359 4.42897 4.00251
H -4.33172 6.09382 3.70637
H -2.60303 5.67552 4.16083
C 0.81199 2.24371 6.50487
C 2.18787 2.76368 6.93516
O 2.61057 3.82715 6.58908
C 3.07977 1.74714 7.57507
H 0.89075 1.21997 6.13899
H 0.39184 2.90775 5.74947
H 0.11778 2.11538 7.33536
H 2.61351 0.76253 7.54007
H 3.25000 1.93168 8.63577
H 4.07673 1.74374 7.13442
C 2.51651 -2.76355 -5.99543
C 1.88207 -3.83887 -5.22778
O 1.68691 -3.68531 -4.00118
C 1.40815 -5.11602 -5.93604
H 2.81879 -1.85862 -5.46834
H 1.76231 -2.40317 -6.69500
H 3.39560 -3.11524 -6.53545
H 0.50946 -5.56871 -5.51709
H 2.16575 -5.89846 -5.89211
H 1.25769 -5.05959 -7.01413
C -7.97170 0.05315 -0.84293
C -8.67367 -0.62911 0.31395
O -9.43357 0.02685 1.02978
C -8.34825 -2.09158 0.53550
H -6.94241 -0.01608 -0.49096
H -8.24590 1.10749 -0.80704
H -8.15064 -0.50233 -1.76354
H -9.06341 -2.52034 1.23751
H -7.31582 -2.09381 0.88505
H -8.43089 -2.58521 -0.43280
C -5.35654 -1.69010 6.73071
Br -5.03804 -0.98321 8.55928
Br -5.07855 -3.64863 6.80743
Br -4.07902 -0.89716 5.44165
H -6.33054 -1.39171 6.34293
C 3.65280 -7.41182 3.74045
Br 4.73520 -8.08081 2.19344
Br 4.38997 -5.77940 4.63532
Br 3.23559 -8.81691 5.03567
H 2.66901 -7.17271 3.33663
C -3.64967 -2.82706 -6.02646
Br -5.33483 -1.88123 -6.25972
Br -2.70931 -3.07872 -7.78903
Br -4.03246 -4.60808 -5.28607
H -3.06144 -2.34540 -5.24538
```

Values from the calculation:
- ΔE to the lowest compared entry with this formula, charge and spin: 2.545 eV
- Net charge: 0

=====

# 3
Formula: C32H57N2O6
Source: the Open Molecules 2025 dataset
Level of theory: wB97M-V/def2-TZVPD

Structure (XYZ):
```
97
Properties=species:S:1:pos:R:3
C 2.54164 1.67122 -4.12328
C 2.22253 1.52807 -2.62087
C 2.02654 0.06271 -2.18222
C 2.60200 -0.29100 -0.78669
C 1.59733 -1.05288 0.06700
C 2.18641 -1.73376 1.33019
C 3.69452 -1.95924 1.30977
N 4.03675 -2.95333 0.28807
C 4.14369 -4.30615 0.80582
C 1.86495 -0.85499 2.52196
N 0.41862 -0.92265 2.88134
C 0.14915 0.30151 3.74730
C -1.15549 0.26700 4.53492
C -1.90141 1.60668 4.40395
O -0.87005 -0.01207 5.89582
C 0.16968 -2.17341 3.65581
C 0.92754 -2.32761 4.97745
C 0.07488 -3.17004 5.93252
O 2.18687 -2.97171 4.76912
C -0.45269 -0.77743 1.62809
C -1.21776 -2.03804 1.23067
C -2.34254 -1.71235 0.23438
C -3.25502 -2.92847 0.08731
O -3.08789 -0.60882 0.71502
C -3.01447 0.54666 -0.11386
C -3.46793 0.34492 -1.52978
C -2.58952 0.71657 -2.55998
C -2.93120 0.56114 -3.90551
C -4.16616 0.00448 -4.22835
C -5.04965 -0.36894 -3.20560
C -4.70786 -0.20344 -1.86411
C 0.32117 -0.22194 0.42338
C 0.54021 1.30781 0.51398
H 1.81411 2.31042 -4.61157
H 3.53236 2.08027 -4.29319
H 2.49979 0.71392 -4.63678
H 2.99020 2.01738 -2.03156
H 1.28062 2.04431 -2.47873
H 0.97533 -0.20735 -2.25345
H 2.53638 -0.55934 -2.91139
H 3.45593 -0.92742 -0.97466
H 2.98076 0.60303 -0.29691
H 1.24612 -1.85940 -0.57514
H 1.71688 -2.70938 1.43497
H 4.24345 -1.03791 1.15154
H 3.96827 -2.37724 2.28402
H 4.87331 -2.68863 -0.20734
H 4.79957 -4.37137 1.67842
H 3.16604 -4.70682 1.06300
H 4.54018 -4.94595 0.02561
H 2.13826 0.17312 2.32545
H 2.47051 -1.17717 3.36628
H 0.98794 0.37810 4.42904
H 0.17227 1.18155 3.12283
H -1.84583 -0.48339 4.15236
H -1.88559 1.97021 3.38225
H -2.94527 1.46005 4.66492
H -1.44850 2.34126 5.06194
H -1.40902 0.56523 6.43940
H -0.88359 -2.32221 3.83130
H 0.47100 -2.99683 3.01548
H 1.15946 -1.39000 5.46468
H 0.73781 -3.68952 6.61148
H -0.43999 -3.94099 5.35620
H -0.66651 -2.57330 6.44904
H 2.03214 -3.77099 4.25803
H -1.20032 -0.02677 1.85570
H -0.54237 -2.73132 0.73094
H -1.70422 -2.55162 2.05255
H -1.90166 -1.53754 -0.74503
H -2.78798 -3.68490 -0.53412
H -3.51945 -3.32648 1.06260
H -4.18302 -2.60491 -0.36711
H -3.64885 1.29376 0.36053
H -2.00924 0.96646 -0.11818
H -1.62410 1.13114 -2.31686
H -2.22813 0.86448 -4.66251
H -4.42541 -0.13646 -5.26560
H -6.00686 -0.80285 -3.44851
H -5.38496 -0.49349 -1.07437
H -0.30521 -0.32834 -0.44959
H 0.44708 1.75870 -0.46768
H -0.24711 1.75230 1.11767
H 1.51285 1.59030 0.90030
C 0.43054 4.84778 -6.81816
C -0.44554 4.89709 -5.59299
C -0.05468 5.94095 -4.57125
O -0.52362 5.35223 -3.34614
C -0.48343 4.01483 -3.50700
O -0.57891 3.22112 -2.62320
O -0.32143 3.69056 -4.80715
H 0.13481 4.02984 -7.47380
H 0.35496 5.78232 -7.37318
H 1.47280 4.68555 -6.54016
H -1.49605 4.99938 -5.87551
H -0.51834 6.90979 -4.73337
H 1.02863 6.06201 -4.49997
```

Values from the calculation:
- E_tot: -49367.823 eV
- Net charge: +1

=====

# 4
Formula: C32H58BF5N4O4P
Source: the Open Molecules 2025 dataset
Level of theory: wB97M-V/def2-TZVPD

Structure (XYZ):
```
105
Properties=species:S:1:pos:R:3
C -0.55868 0.59720 -3.18301
C -0.18919 1.97288 -3.94469
P 1.48854 2.59662 -3.34582
C 1.82061 4.40422 -3.75788
C 0.59978 5.22188 -4.39763
C 1.70299 2.20166 -1.51542
C 0.71657 2.69730 -0.39306
N 1.00695 2.26891 0.92531
C 0.02336 2.79275 1.96340
C 0.78877 3.25639 3.31847
C 1.97681 4.29384 3.05396
C 3.44788 3.69303 3.16472
F 4.00919 3.61732 1.86196
F 3.53291 2.40730 3.73799
C 4.42828 4.64513 4.03381
F 4.43737 5.96314 3.55126
F 4.05263 4.54348 5.37697
F 5.73766 4.11137 3.89765
N 1.94916 1.51444 1.43906
C 2.94288 1.01764 0.56384
C 2.84749 1.34643 -0.93896
B 3.99878 0.74464 -1.93759
O 4.24636 -0.68957 -1.93088
O 4.77163 1.64282 -2.76777
C 5.54037 2.43681 -1.78138
H 0.33007 0.11109 -2.65862
H -0.94031 -0.11934 -3.98647
H -1.34367 0.79219 -2.36541
H -0.99863 2.74225 -3.69029
H -0.10962 1.79658 -5.06316
H 2.69348 4.42689 -4.50264
H 2.18966 5.01858 -2.85370
H 1.02087 5.77380 -5.31834
H -0.26624 4.59723 -4.78031
H 0.24359 6.06573 -3.69901
H -0.18519 3.36044 -0.63814
H -0.63999 1.90148 2.26757
H -0.62362 3.62197 1.52928
H 1.05820 2.35864 3.95726
H -0.01493 3.83188 3.91296
H 1.86496 4.67123 1.97037
H 1.89938 5.21181 3.71873
H 3.80045 0.36191 0.92945
H 5.09062 -0.78365 -1.42067
H 6.48029 2.87832 -2.24360
H 5.83516 1.73230 -0.91341
H 4.82553 3.22312 -1.36693
C -6.86324 -2.47283 -1.87407
C -5.55041 -1.69558 -2.12427
C -4.61567 -1.81987 -0.90186
C -5.02004 -0.93940 0.27295
C -5.17192 0.50712 -0.17987
C -6.15065 0.66950 -1.35905
N -5.86657 -0.27909 -2.48328
O -4.80452 0.21279 -3.16825
C -7.59937 0.47625 -0.84531
C -6.12529 2.15229 -1.81137
C -4.89379 -2.48642 -3.28725
H -7.45582 -2.09974 -1.04330
H -7.49641 -2.46495 -2.76619
H -6.65175 -3.51961 -1.63587
H -3.59243 -1.55012 -1.19265
H -4.56940 -2.86140 -0.56806
H -5.94536 -1.30930 0.72357
H -4.25450 -0.99983 1.05287
H -5.50134 1.11529 0.67026
H -4.18210 0.89149 -0.45971
H -8.30169 0.36805 -1.67601
H -7.92578 1.34000 -0.26086
H -7.71665 -0.37549 -0.17702
H -5.12601 2.48679 -2.10257
H -6.44015 2.81174 -0.99766
H -6.80396 2.31951 -2.65268
H -5.48192 -2.40296 -4.20640
H -4.82206 -3.54918 -3.03959
H -3.87569 -2.15004 -3.50006
C 1.73145 -5.99191 2.53604
C 1.38138 -4.66648 1.82118
C 2.13143 -4.57107 0.47500
C 3.60457 -4.21069 0.61506
C 3.75813 -2.94206 1.44297
C 3.07495 -3.03144 2.82098
N 1.66045 -3.51475 2.73363
O 0.90205 -2.47047 2.31385
C 3.90459 -3.96043 3.74214
C 3.19394 -1.64814 3.51170
C -0.12698 -4.83451 1.49600
H 2.77922 -6.09558 2.80423
H 1.13973 -6.11023 3.44861
H 1.50827 -6.84755 1.89180
H 1.65462 -3.81166 -0.15738
H 2.04573 -5.51550 -0.07154
H 4.15884 -5.04072 1.06212
H 4.03636 -4.05468 -0.37834
H 4.82579 -2.72352 1.56371
H 3.34015 -2.10071 0.87348
H 3.34698 -4.22095 4.64559
H 4.82606 -3.46976 4.06529
H 4.23086 -4.87914 3.25734
H 2.75033 -0.84042 2.92263
H 4.24219 -1.37141 3.65778
H 2.71746 -1.65704 4.49620
H -0.72975 -4.86164 2.40914
H -0.30427 -5.77015 0.95854
H -0.50919 -4.03450 0.85660
```

Values from the calculation:
- E_tot: -71812.298 eV
- Spin multiplicity: 3
- Expectation value of S²: 3.0425
- Net charge: +1